# 1
Below is C28H28BrClN4PSTi as an isolated structure, with properties calculated with ωB97M-V with the def2-TZVPD basis set.

Computed properties:
LUMO level (alpha / beta) ... 2.66 / 2.26 eV
<S²> ... 2.019
Charge ... -1
2S+1 ... 3
Energy above the lowest of the compared OMol25 structures with the same formula, charge and spin ... 65.7 kcal/mol
HOMO-LUMO gap (alpha / beta) ... 0.2145 / 0.2406 Eh

Structure (XYZ):
```
65
Properties=species:S:1:pos:R:3:forces:R:3
Ti -0.18362 -1.28628 -1.04657 0.272 -0.143 0.108
N -1.62405 -4.41936 1.70993 0.020 -0.186 -0.054
C -0.82292 -3.53928 1.00995 0.170 0.314 -0.351
S -0.79730 -3.65898 -0.74326 -0.153 -0.109 0.042
N -0.15374 -2.67219 1.69062 0.230 0.346 0.017
N 0.52657 -1.76787 0.86305 -0.041 -0.182 -0.302
C 1.77965 -1.45855 1.19926 -0.050 -0.127 0.525
C 2.31788 -1.76808 2.54881 0.106 -0.027 -0.080
C 1.65506 -1.32990 3.69209 -0.078 0.060 0.055
C 2.15045 -1.61886 4.95335 0.000 0.005 0.017
C 3.31566 -2.36144 5.09788 0.030 -0.022 -0.083
C 3.97899 -2.81662 3.96576 -0.042 0.029 0.057
C 3.48053 -2.52216 2.70485 -0.031 0.019 -0.090
C 2.59080 -0.91144 0.17773 0.077 -0.003 -0.232
C 3.91616 -0.44468 0.36019 -0.010 0.043 0.054
C 4.66287 -0.07578 -0.72267 0.057 0.005 -0.038
C 4.10558 -0.15099 -2.01382 -0.027 -0.024 0.045
C 2.78986 -0.53470 -2.12296 0.143 0.032 -0.105
N 2.02753 -0.88722 -1.08199 -0.286 -0.122 0.241
H -1.80405 -5.27906 1.21717 -0.041 0.012 0.026
H -1.34262 -4.53573 2.67245 -0.019 0.014 0.002
H 0.73682 -0.76757 3.57951 0.006 -0.007 0.005
H 1.62370 -1.26784 5.83235 -0.013 0.009 -0.014
H 3.69880 -2.58903 6.08500 0.002 -0.001 -0.004
H 4.88059 -3.40891 4.06362 -0.001 0.000 0.000
H 3.98381 -2.88973 1.81840 0.024 -0.012 0.030
H 4.33097 -0.39459 1.35711 -0.032 0.002 0.016
H 5.67985 0.27169 -0.58570 -0.003 0.003 0.008
H 4.67144 0.12220 -2.89266 -0.021 -0.010 -0.018
H 2.30028 -0.54860 -3.08888 -0.059 -0.012 0.019
C 1.46111 2.25966 -1.84048 0.024 -0.155 0.005
P -0.01070 1.36974 -1.19322 0.073 0.319 0.089
C 0.25041 1.89794 0.57363 -0.071 -0.033 0.088
C -1.36637 2.53746 -1.60290 -0.134 -0.098 0.282
C -1.36057 3.31885 -2.75476 0.038 -0.040 -0.018
C -2.39409 4.20668 -3.01266 -0.029 0.048 -0.010
C -3.45631 4.32483 -2.12523 -0.019 -0.003 0.005
C -3.47707 3.54892 -0.97597 0.041 -0.083 -0.006
C -2.43708 2.66430 -0.71807 0.004 0.033 -0.058
H 1.66177 1.98541 -2.87250 -0.029 0.034 -0.019
H 2.31650 1.98442 -1.22087 0.009 0.022 -0.031
H 1.30318 3.33580 -1.75976 -0.011 0.016 -0.004
H 0.36882 2.97692 0.69539 -0.013 0.014 -0.047
H 1.14790 1.39758 0.94799 -0.013 -0.013 -0.018
H -0.59057 1.56307 1.18135 0.026 -0.007 0.053
H -0.54767 3.21295 -3.46220 0.000 -0.002 -0.005
H -2.37748 4.80787 -3.91435 0.022 -0.016 -0.002
H -4.26575 5.01388 -2.33551 0.003 -0.007 0.008
H -4.30701 3.61015 -0.28176 0.002 0.018 -0.019
H -2.46903 2.04956 0.17349 -0.069 0.046 -0.044
Br -6.54821 0.48886 0.88823 0.085 -0.041 -0.012
C -4.78183 -0.01884 0.33704 -0.233 0.130 0.088
C -3.80018 -0.18959 1.29449 0.098 -0.093 -0.129
C -2.51656 -0.53470 0.87216 -0.170 0.043 -0.028
C -2.18150 -0.69218 -0.48250 -0.117 0.185 0.218
C -3.22605 -0.49390 -1.39545 0.095 -0.108 -0.078
C -4.52320 -0.17621 -1.01025 0.149 0.054 0.023
H -4.03524 -0.06973 2.34382 0.022 0.007 0.021
H -1.76490 -0.68955 1.63806 0.031 -0.011 0.015
H -3.02742 -0.59082 -2.45850 -0.014 0.005 -0.030
H -5.30528 -0.02500 -1.74229 -0.005 -0.008 -0.005
Cl -0.21576 -1.32971 -3.53736 -0.081 -0.225 -0.124
C -0.48680 0.53766 -3.76491 -0.052 0.058 -0.383
H -1.54720 0.53603 -4.05914 -0.009 0.019 0.182
H 0.03457 0.69327 -4.72558 0.116 -0.015 0.099
```
Positions in Å, forces in eV/Å.

Atom charges from the Mulliken analysis, given in e for atoms 1 to 8: atom 1 (Ti): -0.05, atom 2 (N): -0.55, atom 3 (C): 0.44, atom 4 (S): -0.54, atom 5 (N): -1.09, atom 6 (N): 1.69, atom 7 (C): -0.79, atom 8 (C): -0.23



# 2
Below is a 2-piece molecular cluster, C2H4BrNO2 overall, with properties calculated with ωB97M-V with the def2-TZVPD basis set.

Computed properties:
LUMO level (alpha / beta) ... 0.18 / -3.06 eV
<S²> ... 2.006
Charge ... 0
2S+1 ... 3
Energy above the lowest of the compared OMol25 structures with the same formula, charge and spin ... 50.5 kcal/mol
HOMO-LUMO gap (alpha / beta) ... 0.3156 / 0.2812 Eh

Structure (XYZ):
```
10
Properties=species:S:1:pos:R:3:forces:R:3
C 0.47854 -0.54667 0.90590 2.660 -0.034 -0.910
C 0.21072 0.32756 -0.25306 0.425 -1.282 -2.980
N -1.07043 0.12166 -0.91422 1.326 0.170 0.233
O -1.85095 -0.53890 -0.27543 -1.460 -0.653 0.814
O -1.26359 0.56153 -2.02291 -0.215 0.507 -0.511
Br 1.52961 0.65970 -1.59980 -0.415 0.152 1.391
H 0.80994 -1.45156 0.32847 -0.318 0.077 0.914
H -0.42719 -0.73012 1.41005 -0.776 -0.278 0.862
H 1.37316 -0.26849 1.54995 -1.327 0.011 -0.808
H 0.21019 1.86528 0.87106 0.100 1.331 0.995
```
Positions in Å, forces in eV/Å.

Atom charges from the Mulliken analysis, given in e for atoms 1 to 8: atom 1 (C): -0.90, atom 2 (C): -0.04, atom 3 (N): 1.02, atom 4 (O): -0.62, atom 5 (O): -0.59, atom 6 (Br): -0.04, atom 7 (H): 0.31, atom 8 (H): 0.37



# 3
Below is C37H49BrN2P2ReS as an isolated structure, with properties calculated with ωB97M-V with the def2-TZVPD basis set.

Computed properties:
LUMO level (alpha / beta) ... -12.11 / -13.14 eV
<S²> ... 4.076
Charge ... +4
2S+1 ... 4
Energy above the lowest of the compared OMol25 structures with the same formula, charge and spin ... 116.1 kcal/mol
HOMO-LUMO gap (alpha / beta) ... 0.2205 / 0.1875 Eh

Structure (XYZ):
```
93
Properties=species:S:1:pos:R:3:forces:R:3
C 7.19000 -4.16285 -1.02634 -0.217 0.155 -0.120
C 5.83830 -4.23000 -1.44680 0.900 -0.302 0.736
C 5.56776 -4.94350 -2.65176 -0.516 -0.245 0.329
C 6.61558 -5.52596 -3.34999 -0.497 0.622 0.113
N 7.87586 -5.42014 -2.94825 0.261 -0.267 0.128
C 8.15984 -4.78542 -1.81442 -0.116 0.402 0.199
C 4.73887 -3.63135 -0.78091 -1.701 -0.614 -2.822
C 3.45141 -3.51858 -0.91502 3.499 -1.346 -1.084
C 2.53052 -2.87319 -1.89245 1.213 -0.117 -0.152
C 1.32013 -3.66311 -2.07305 -1.035 -0.523 -2.866
C 0.50230 -3.33307 -3.17649 0.687 -1.216 1.651
C 0.73568 -2.14069 -3.99785 1.262 0.057 0.707
C 2.18135 -1.78932 -4.06184 1.442 -0.081 0.442
C 3.00124 -2.06163 -3.00463 -0.376 0.792 -0.840
Re 1.86193 -2.89259 0.08426 1.341 2.356 1.074
P -0.25804 -2.70558 0.93740 -3.211 -0.453 2.172
H 4.54478 -5.02084 -3.01886 0.257 -0.063 0.100
H 7.46282 -3.64464 -0.11207 -0.007 -0.129 -0.120
H 6.40791 -6.05805 -4.27393 0.181 0.004 0.085
H 9.20986 -4.73437 -1.52951 -0.215 -0.073 -0.053
H 4.01995 -1.64871 -2.90689 -0.652 -0.234 -0.362
H 1.32550 -4.74903 -1.85791 -0.227 0.501 0.444
H 2.49938 -1.12452 -4.87157 0.025 -0.386 0.238
H -0.25086 -4.07046 -3.47031 0.364 0.351 -0.017
C -1.21556 -1.13477 0.97033 0.667 0.487 -0.402
C -2.70431 -1.28018 1.25753 -0.459 -0.140 0.053
H -1.03027 -0.61843 0.01378 -0.159 -0.083 0.251
H -0.72962 -0.51102 1.74165 -0.140 -0.412 -0.328
H -3.12368 -0.30783 1.54678 0.127 -0.206 -0.125
H -3.26223 -1.62852 0.38072 0.120 0.049 0.146
H -2.90804 -1.97425 2.08020 0.023 0.185 -0.217
C -1.33216 -4.02016 0.21747 -0.108 0.391 -0.111
C -0.73852 -5.41116 0.44911 -0.190 -0.245 -0.032
H -1.39612 -3.80233 -0.86658 0.067 -0.018 0.507
H -2.35772 -3.91935 0.61302 0.442 -0.104 -0.026
H -1.18832 -6.11240 -0.26931 0.196 0.080 0.367
H 0.35356 -5.41937 0.28833 -0.248 -0.118 0.086
H -0.94001 -5.77329 1.46883 0.155 0.090 -0.391
C 0.06619 -3.04809 2.75250 0.065 -0.171 -0.145
C -1.17592 -3.33354 3.60276 -0.056 0.007 0.228
H 0.59491 -2.15086 3.13383 -0.188 -0.384 -0.310
H 0.78929 -3.88486 2.81549 -0.358 0.322 -0.082
H -0.84911 -3.71247 4.58178 -0.144 0.080 -0.293
H -1.75190 -2.41703 3.78743 0.129 -0.307 -0.054
H -1.83618 -4.08946 3.15485 0.182 0.200 0.146
Br 0.10681 -0.55577 -2.99881 0.931 -0.598 1.528
P -2.46532 -1.58985 -4.46336 1.720 0.260 -2.035
C -2.60433 -2.67799 -2.98172 -0.332 0.150 0.351
C -4.04835 -3.05769 -2.60465 -0.171 0.035 -0.119
H -2.07176 -2.14050 -2.18233 -0.266 -0.111 -0.070
H -2.04177 -3.60213 -3.17098 -0.227 0.425 -0.248
H -4.06521 -3.61042 -1.65460 0.066 0.223 -0.236
H -4.69473 -2.17697 -2.51113 0.121 -0.209 0.049
H -4.48605 -3.71993 -3.36458 0.123 0.255 0.186
C -2.28861 0.24124 -4.41825 0.508 1.138 1.146
C -2.40469 1.10637 -5.66289 -0.716 -0.173 -0.620
H -1.22200 0.41604 -4.14128 -2.076 0.102 -0.394
H -2.91437 0.62090 -3.59458 0.111 -0.071 -0.242
H -2.17550 2.13415 -5.35679 -0.091 -0.228 -0.021
H -1.65233 0.83458 -6.40813 -0.168 -0.015 -0.018
H -3.39332 1.10848 -6.12401 0.109 -0.021 -0.049
C -1.15717 -2.12787 -5.56966 -5.504 0.176 -1.071
C -1.54856 -3.46027 -6.19982 1.110 -0.741 0.003
H 0.02433 -2.15804 -5.00478 2.034 0.073 1.607
H -1.00165 -1.35799 -6.34661 0.476 -0.125 0.456
H -0.69253 -3.94245 -6.68423 -0.146 0.039 -0.032
H -1.97411 -4.17804 -5.48874 0.046 0.165 -0.044
H -2.30540 -3.27766 -6.97127 0.229 0.050 0.108
N 2.73228 -1.95876 1.20773 -0.686 -0.104 0.653
S 0.69471 1.29049 2.86077 -0.649 0.615 0.489
C 2.16697 2.22591 3.10335 0.597 0.374 -0.384
C 2.99187 2.52406 2.01255 0.185 0.104 0.116
C 4.14410 3.28616 2.21251 -0.303 -0.342 -0.031
C 4.49260 3.70065 3.50172 -0.065 0.024 -0.011
C 3.68334 3.37342 4.59289 -0.228 -0.266 -0.061
C 2.51590 2.62929 4.40035 -0.168 0.264 -0.044
C -0.56983 2.52241 2.89137 0.581 -0.760 0.252
C -1.60968 2.40635 3.83176 -1.029 0.152 0.207
C -2.61394 3.37689 3.86725 0.484 -0.983 0.353
C -2.58755 4.45105 2.96225 -0.042 0.019 0.059
C -1.55730 4.54926 2.02145 0.837 -0.320 -0.567
C -0.55185 3.58202 1.96826 -0.099 1.254 -0.131
H 3.31366 -1.41837 1.85494 -0.081 0.028 -0.399
H 2.70288 2.16406 1.02889 0.155 0.181 0.013
H 4.76455 3.54210 1.35824 -0.046 -0.008 0.194
H 5.40526 4.28169 3.64881 -0.326 -0.155 -0.001
H 3.94619 3.69290 5.60098 -0.014 -0.091 -0.285
H 1.86761 2.35260 5.22854 0.194 0.183 -0.013
H -1.59209 1.56202 4.52567 -0.158 0.380 -0.127
H -3.41210 3.28717 4.60501 0.233 0.119 -0.201
H -3.37575 5.20750 2.98913 0.276 -0.233 0.023
H -1.53190 5.38718 1.32201 -0.056 -0.301 0.197
H 0.25609 3.62740 1.23585 -0.264 0.178 0.213
```
Positions in Å, forces in eV/Å.

Atom charges from the Mulliken analysis, given in e for atoms 1 to 8: atom 1 (C): -0.46, atom 2 (C): 0.50, atom 3 (C): -0.31, atom 4 (C): -0.41, atom 5 (N): -0.42, atom 6 (C): -0.37, atom 7 (C): 0.85, atom 8 (C): -1.14



# 4
Below is one molecule with the formula C4H6N2O, with properties calculated with ωB97M-V with the def2-TZVPD basis set.

Computed properties:
LUMO level ... 0.81 eV
Charge ... 0
2S+1 ... 1
Energy above the lowest of the compared OMol25 structures with the same formula, charge and spin ... 103.5 kcal/mol
SMILES ... C/N=c1/cc[nH]o1
HOMO-LUMO gap ... 0.3419 Eh

Structure (XYZ):
```
13
Properties=species:S:1:pos:R:3:forces:R:3
C 2.30394 -0.33681 -0.02559 1.377 -0.190 0.758
N 1.41165 0.75572 0.04909 -3.445 0.445 -1.155
C 0.20461 0.41378 -0.12362 -2.221 0.235 1.128
C -1.12519 1.15240 -0.10085 -0.568 1.070 0.479
C -2.13169 0.24820 0.01704 -0.954 4.749 -0.421
N -1.71120 -0.98555 -0.09519 3.931 -0.031 -4.140
O -0.18219 -0.97256 -0.14202 -2.296 1.293 -0.014
H 2.39682 -0.79791 -1.01218 -0.761 -0.689 0.305
H 2.26092 -0.96328 0.89917 -0.026 -0.104 -1.104
H 3.17218 0.23497 0.00119 2.536 0.081 0.480
H -1.44554 2.25307 -0.05342 1.465 -1.772 -0.248
H -3.24200 0.59994 0.02777 2.114 -1.304 0.176
H -1.91231 -1.60197 0.55861 -1.152 -3.784 3.759
```
Positions in Å, forces in eV/Å.

Atom charges from the Mulliken analysis, given in e for atoms 1 to 8: atom 1 (C): -0.81, atom 2 (N): -0.57, atom 3 (C): 0.66, atom 4 (C): -0.51, atom 5 (C): 0.01, atom 6 (N): -0.16, atom 7 (O): -0.33, atom 8 (H): 0.28



# 5
Below is a 2-piece molecular cluster, C2HIN2O2 overall, with properties calculated with ωB97M-V with the def2-TZVPD basis set.

Computed properties:
LUMO level (alpha / beta) ... -3.36 / -3.37 eV
Charge ... 0
2S+1 ... 1
Energy above the lowest of the compared OMol25 structures with the same formula, charge and spin ... 126.7 kcal/mol
HOMO-LUMO gap (alpha / beta) ... 0.2750 / 0.2748 Eh

Structure (XYZ):
```
8
Properties=species:S:1:pos:R:3:forces:R:3
C -0.55210 -1.81229 -0.22381 3.186 5.898 2.006
C 0.31124 0.29333 0.60599 -2.249 -4.779 2.506
N -1.14940 -2.69702 -0.57136 -2.203 -3.486 -1.303
N -0.06167 1.13248 -0.46809 -0.229 1.438 -1.537
O -1.08190 1.79025 -0.33341 0.514 -0.558 -0.052
O 0.73418 1.17434 -1.38876 -0.741 0.225 0.008
I 2.30587 0.09589 0.95968 -0.290 0.005 0.204
H -0.50621 0.02303 1.41978 2.012 1.256 -1.831
```
Positions in Å, forces in eV/Å.

And the Mulliken charges, in e, turn out to be: atom 1 (C): -0.01, atom 2 (C): -0.48, atom 3 (N): -0.30, atom 4 (N): 0.92, atom 5 (O): -0.50, atom 6 (O): -0.46, atom 7 (I): 0.36, atom 8 (H): 0.48



Number 4 is which compound?
C4H6N2O



Which of these has the lowest charge?
C28H28BrClN4PSTi